Density functional theory data (wB97M-V/def2-TZVPD) for C4H5IrO as an isolated structure at a distorted geometry.

The geometry in ORCA input format:
```
! RIJCOSX wB97M-V def2-TZVPD def2/J DEFGRID3
* xyz 3 6
H -0.44421 0.23133 2.23215
C 2.67996 1.10766 -0.92675
C 1.98102 0.21384 -0.15806
C 1.20305 0.61944 0.94028
C -0.09285 0.09508 1.18956
O -0.59663 -0.82067 0.49519
Ir -2.07367 -1.61515 0.07240
H 2.64509 2.17794 -0.71527
H 2.00062 -0.84725 -0.41668
H 3.22256 0.78046 -1.81355
H 1.54441 1.42698 1.59029
*
```

- HOMO level (spin up / spin down): -24.3 / -25.7 eV
- LUMO energy (spin up / spin down): -15.34 / -18.61 eV
- Max |F|: 0.149 Eh/bohr
- Molecular weight: 261.3 g mol⁻¹
- HOMO-LUMO gap (spin up / spin down): 9.0 / 7.1 eV
- E: -333.28597 Eh

Density functional theory data (wB97M-V/def2-TZVPD) for one molecule with the formula C25H33N5O3 at a distorted geometry.

The geometry in ORCA input format:
```
! RIJCOSX wB97M-V def2-TZVPD def2/J DEFGRID3
* xyz 0 1
C 6.73763 4.05564 -0.79407
H 7.46687 4.61724 -0.21417
C 6.87376 2.56216 -0.52522
C 8.26140 2.04310 -0.89597
C 8.39603 0.53959 -0.66992
N 8.20006 0.21206 0.73623
H 8.92446 0.66385 1.28599
C 8.18829 -1.21627 0.99258
C 6.84103 -1.84094 0.61538
O 6.72056 -3.02009 0.37124
N 5.84663 -0.91698 0.62839
C 4.49484 -1.05784 0.34182
C 3.90681 -2.29247 0.06893
C 2.55644 -2.36698 -0.20022
C 1.76830 -1.21596 -0.20562
C 2.35984 0.02061 0.06374
C 3.70595 0.09642 0.33579
H 4.16338 1.05218 0.54815
H 1.73890 0.90178 0.05467
C 0.35191 -1.27760 -0.47642
N -0.44977 -0.25889 -0.53183
C -1.68752 -0.78227 -0.79864
C -2.92150 -0.16898 -0.96200
C -4.00692 -0.99522 -1.21406
C -3.85591 -2.38980 -1.30330
C -2.63129 -3.00739 -1.14837
C -1.55160 -2.18396 -0.89438
O -0.24563 -2.48545 -0.68962
H -2.52253 -4.07750 -1.21939
H -4.73015 -2.99357 -1.49954
N -5.29743 -0.49143 -1.38639
C -5.73770 0.79090 -1.34812
O -5.05654 1.77939 -1.19546
C -7.25237 0.86603 -1.56185
N -7.91206 -0.32002 -1.03969
H -8.85913 -0.37815 -1.40239
C -7.95155 -0.39032 0.41588
C -8.92644 0.58515 1.08483
C -9.02405 0.38074 2.59622
C -7.74153 0.75104 3.33228
H -6.92653 0.08481 3.06219
H -7.44580 1.77007 3.09289
H -7.89222 0.68189 4.40716
H -9.84011 0.99995 2.97631
H -9.27645 -0.66187 2.80434
H -8.61335 1.61235 0.88675
H -9.91783 0.44493 0.64241
H -8.23518 -1.41496 0.67858
H -6.93767 -0.21177 0.77894
H -7.60451 1.81299 -1.13059
H -7.42294 0.90982 -2.64213
H -6.04004 -1.17489 -1.49587
H -3.03093 0.89872 -0.89359
H 2.10023 -3.32248 -0.40890
H 4.51686 -3.18036 0.07063
H 6.17777 0.02534 0.82219
H 8.97749 -1.76914 0.46030
H 8.32560 -1.38891 2.06417
H 7.62928 0.01156 -1.24472
H 9.37869 0.19734 -1.03579
H 9.01421 2.56678 -0.30146
H 8.46073 2.25614 -1.94777
H 6.69467 2.36819 0.53435
H 6.12250 2.01999 -1.10420
H 5.74346 4.40328 -0.52390
H 6.90062 4.27044 -1.84782
*
```

- HOMO level: -7.7 eV
- LUMO energy: 0.39 eV
- Max |F|: 0.027 Eh/bohr
- Molecular weight: 451.6 g mol⁻¹
- HOMO-LUMO gap: 8.1 eV
- E: -1472.01093 Eh

Density functional theory data (wB97M-V/def2-TZVPD) for C3H8N2O2 as an isolated structure at a distorted geometry.

The geometry in ORCA input format:
```
! RIJCOSX wB97M-V def2-TZVPD def2/J DEFGRID3
* xyz 0 1
C 1.11026 -3.33470 -0.94801
C 0.55068 1.03846 0.54345
C -0.58661 -1.44738 -0.52891
N -1.17416 -0.48133 -1.30826
N 0.48910 -0.49108 0.77692
O 2.02320 -2.84247 -0.42372
O 0.37450 -4.06834 -1.41576
H 1.02650 1.56695 1.40667
H 1.06659 1.35589 -0.43918
H -0.48795 1.38930 0.37454
H -1.29217 -1.76150 0.23548
H -2.06559 -0.04892 -1.34463
H -0.58557 0.04887 -1.91495
H 0.14011 -0.63016 1.79393
H 1.40123 -1.00092 0.68721
*
```

- HOMO level: -7.1 eV
- LUMO energy: 0.71 eV
- Max |F|: 0.051 Eh/bohr
- Molecular weight: 104.1 g mol⁻¹
- HOMO-LUMO gap: 7.8 eV
- E: -379.00591 Eh

Density functional theory data (wB97M-V/def2-TZVPD) for CFN3O4 as an isolated structure at a distorted geometry.

The geometry in ORCA input format:
```
! RIJCOSX wB97M-V def2-TZVPD def2/J DEFGRID3
* xyz 0 1
C 0.65135 -0.56269 -0.13528
N -2.10860 0.21996 0.06753
N -1.26434 -0.55340 -0.37409
N 1.27840 0.72215 0.32189
O 0.98564 -1.63275 -0.44591
O -1.39953 -1.54194 -1.05845
O 1.00521 1.10318 1.44011
O 1.79243 1.25925 -0.63375
F -1.41509 1.12877 0.92683
*
```

- HOMO level (spin up / spin down): -11.0 / -11.0 eV
- LUMO energy (spin up / spin down): -2.16 / -2.16 eV
- Max |F|: 0.070 Eh/bohr
- Molecular weight: 137.0 g mol⁻¹
- HOMO-LUMO gap (spin up / spin down): 8.8 / 8.8 eV
- E: -602.86693 Eh

- max |F| of number 3 (C3H8N2O2)?
  0.051 Eh/bohr